Record 1
A structure of composition C44H53KN5O7PS4. Source: the OMol25 dataset; level of theory: ωB97M-V/def2-TZVPD.

Atoms and positions in Å:
K  0.4953  -0.2019  0.5342
C  1.8639  1.6314  -4.0954
C  1.2766  2.6482  -3.1090
S  0.0691  2.0720  -1.9074
C  -1.4298  1.8216  -2.8670
C  -1.4174  0.7184  -3.9298
S  -0.7796  -0.8960  -3.3829
C  0.3388  -1.3190  -4.7397
C  1.8620  -1.0911  -4.5580
S  2.4326  0.0902  -3.3304
H  2.7128  2.0993  -4.5946
H  1.1402  1.3798  -4.8673
H  0.8432  3.4837  -3.6627
H  2.0757  3.0577  -2.4891
H  -1.7151  2.7634  -3.3426
H  -2.1884  1.6084  -2.1086
H  -0.8273  1.0353  -4.7858
H  -2.4395  0.5786  -4.2876
H  -0.0204  -0.8025  -5.6293
H  0.1731  -2.3801  -4.9282
H  2.2970  -0.8298  -5.5246
H  2.3392  -2.0247  -4.2555
C  3.8078  -2.7556  -1.4858
C  2.6384  -2.4927  -0.5432
C  3.0075  -2.8849  0.8889
C  1.3692  -3.2022  -1.0399
C  1.3815  -4.7324  -0.8689
O  0.4724  -4.9742  0.2512
C  -0.1438  -3.7864  0.4632
N  0.2257  -2.7912  -0.2151
C  -1.1789  -3.7169  1.5284
C  -1.0888  -4.6194  2.5808
C  -1.9747  -4.5456  3.6476
C  -2.9551  -3.5696  3.6494
C  -3.0629  -2.6803  2.5849
C  -2.1912  -2.7291  1.5017
P  -2.3597  -1.5602  0.0583
C  -3.2349  -2.6552  -1.1510
C  -3.8344  -2.0260  -2.2452
C  -4.4914  -2.7543  -3.2213
C  -4.5486  -4.1421  -3.1341
C  -3.9472  -4.7815  -2.0627
C  -3.2972  -4.0423  -1.0763
C  -3.7851  -0.4893  0.5552
C  -3.4990  0.8615  0.7522
C  -4.5057  1.7761  1.0517
C  -5.8186  1.3437  1.1473
C  -6.1235  -0.0025  0.9536
C  -5.1142  -0.9082  0.6632
H  4.7121  -2.2714  -1.1136
H  3.6213  -2.3676  -2.4894
H  4.0183  -3.8277  -1.5686
H  2.4382  -1.4140  -0.5507
H  3.4090  -3.9026  0.9308
H  2.1554  -2.8288  1.5717
H  3.7759  -2.2117  1.2753
H  1.1877  -2.9101  -2.0775
H  2.3531  -5.1376  -0.6004
H  0.9906  -5.2660  -1.7321
H  -0.3075  -5.3686  2.5633
H  -1.8932  -5.2446  4.4709
H  -3.6490  -3.4954  4.4788
H  -3.8403  -1.9277  2.6105
H  -3.7886  -0.9448  -2.3322
H  -4.9509  -2.2415  -4.0576
H  -5.0611  -4.7163  -3.8959
H  -3.9824  -5.8615  -1.9836
H  -2.8440  -4.5708  -0.2456
H  -2.4720  1.2082  0.6890
H  -4.2571  2.8205  1.2059
H  -6.6078  2.0508  1.3699
H  -7.1493  -0.3435  1.0283
H  -5.3621  -1.9513  0.4956
O  4.2321  0.2819  2.4569
C  3.0246  0.2323  2.2070
O  2.3991  0.6397  1.1865
C  2.1581  -0.4601  3.2950
C  2.7707  -0.8511  4.4834
C  2.0187  -1.4727  5.4628
C  0.6682  -1.7007  5.2314
C  0.1363  -1.2911  4.0246
N  0.8508  -0.6800  3.0678
H  3.8270  -0.6476  4.5916
H  2.4760  -1.7801  6.3961
H  0.0375  -2.1856  5.9658
H  -0.9142  -1.4568  3.8087
C  -6.4350  2.0776  5.8595
C  -5.7642  3.4226  5.5805
S  -4.0569  3.1951  5.1907
O  -3.9598  2.2530  4.0999
O  -3.3302  2.9584  6.4179
C  -3.5782  4.7855  4.5941
C  -2.0731  4.8593  4.3735
N  -1.6368  4.2398  3.1256
C  -0.9889  3.0551  3.0223
N  -0.7313  2.7394  1.7596
C  -1.2236  3.7606  1.0084
C  -1.7897  4.6869  1.8239
N  -2.4318  5.9027  1.4386
O  -2.7902  6.6736  2.3225
O  -2.4875  6.1490  0.2514
C  -0.5868  2.2272  4.1928
H  -7.5048  2.2311  5.9963
H  -6.0352  1.6200  6.7640
H  -6.2871  1.3879  5.0298
H  -5.7825  4.0833  6.4488
H  -6.2088  3.9337  4.7230
H  -3.8716  5.5021  5.3645
H  -4.1344  4.9902  3.6806
H  -1.5488  4.3595  5.1833
H  -1.7782  5.9013  4.3637
H  -1.1416  3.7911  -0.0678
H  -0.0722  2.8217  4.9493
H  0.0918  1.4601  3.8319
H  -1.4515  1.7524  4.6619

Summary:
Kohn-Sham gap = 7.65 eV
HOMO = -7.98 eV
energy above the lowest of the compared OMol25 structures with the same formula, charge and spin = 15.97 kcal/mol
DFT total energy = -5042.940757 a.u.

Mulliken population analysis, charges in e, atoms 1 to 8: K 1.25; C -0.69; C -1.42; S 0.39; C -0.55; C -1.26; S 0.47; C -1.42

---

Record 2
A structure of composition C44H53N7O9PSTl. Source: the OMol25 dataset; level of theory: ωB97M-V/def2-TZVPD.

Atoms and positions in Å:
Tl  1.3752  1.8418  0.9679
O  2.9067  -3.5942  1.3191
C  2.4730  -3.8428  0.2161
C  3.3600  -4.0575  -0.9494
C  4.7064  -4.2775  -0.7448
C  5.5422  -4.6630  -1.7993
C  5.0467  -4.6778  -3.0926
C  3.7564  -4.2850  -3.3346
C  2.8768  -3.8869  -2.3006
P  1.3847  -2.8541  -2.6368
C  1.8786  -1.1377  -2.5622
C  0.7979  -0.2579  -2.4942
C  1.0723  1.1294  -2.5699
C  2.3303  1.5971  -2.7984
C  3.4162  0.6960  -2.8416
C  3.1949  -0.6291  -2.5844
C  0.9471  -3.0881  -4.3154
C  1.7064  -2.5511  -5.3863
C  1.4055  -2.8895  -6.7031
C  0.4476  -3.9071  -6.9590
C  -0.2802  -4.4616  -5.9334
C  -0.0046  -4.0886  -4.6085
H  5.0133  -4.1861  0.2966
H  6.5149  -4.9796  -1.5334
H  5.6914  -4.9392  -3.8949
H  3.3161  -4.4519  -4.2784
H  -0.1757  -0.6413  -2.2838
H  0.1301  1.7050  -2.3460
H  2.4564  2.6585  -2.8901
H  4.4530  1.0437  -3.0819
H  3.9950  -1.3230  -2.7465
H  2.4286  -1.7836  -5.1489
H  1.9485  -2.3395  -7.5380
H  0.2883  -4.2766  -7.9831
H  -1.0655  -5.1112  -6.2567
H  -0.6709  -4.3531  -3.8468
N  5.1325  0.6122  3.3681
C  3.9613  0.5356  2.6595
N  3.5704  -0.6794  2.2685
O  3.2697  1.5653  2.4782
H  5.8770  -0.0869  3.2618
H  5.5095  1.5507  3.5192
H  4.2004  -1.4513  2.3324
H  2.6261  -0.8938  1.8465
C  -2.0691  6.5788  1.8579
C  -0.9184  7.1600  2.7004
C  0.4242  6.5005  2.4052
C  1.4180  6.7803  3.5758
C  2.4168  5.6861  3.9526
C  0.9094  7.0338  1.0178
O  0.6874  8.1998  0.6109
N  1.6236  6.1138  0.2795
C  1.5438  4.7287  0.3359
O  1.9700  4.0118  -0.5866
N  0.9702  4.1649  1.4016
C  0.2441  4.9269  2.2810
O  -0.5013  4.3458  3.0633
H  -2.9393  7.2893  1.8012
H  -2.5614  5.6900  2.2747
H  -1.8061  6.4327  0.8242
H  -1.1752  6.9915  3.7977
H  -0.7825  8.2721  2.5602
H  0.8310  7.0359  4.4605
H  1.9826  7.6939  3.3636
H  1.8055  4.9647  4.5225
H  3.1566  6.0994  4.6734
H  2.9587  5.2565  3.0472
H  2.1574  6.5006  -0.4798
C  -6.8742  0.0465  -1.7151
C  -5.4697  0.3483  -2.2986
C  -4.3675  -0.7054  -1.9372
C  -2.8965  -0.2749  -1.9721
N  -2.5105  0.2262  -0.6098
C  -2.2483  1.4676  -0.2767
S  -2.3550  2.7104  -1.4297
N  -1.9397  1.7663  0.9770
C  -2.0303  0.8951  2.1846
C  -3.5759  0.6607  2.4548
C  -3.8922  -0.3154  3.6276
C  -4.5645  0.4119  4.7808
H  -7.5423  0.8852  -1.7478
H  -6.8727  -0.3198  -0.6577
H  -7.3059  -0.8132  -2.2796
H  -5.1615  1.3827  -1.9831
H  -5.4069  0.5456  -3.3501
H  -4.4630  -1.5713  -2.6100
H  -4.4833  -1.1046  -0.9023
H  -2.7318  0.5834  -2.6954
H  -2.2721  -1.1784  -2.2349
H  -2.0256  -0.4905  -0.0459
H  -1.7329  2.7180  1.2100
H  -1.5231  1.3277  3.0212
H  -1.5832  -0.0703  1.9279
H  -4.0453  0.2540  1.6205
H  -4.0620  1.6203  2.6162
H  -2.9416  -0.7379  3.9852
H  -4.4863  -1.1545  3.1719
H  -4.0001  1.2969  5.1181
H  -4.6605  -0.1378  5.6739
H  -5.6247  0.7051  4.5569
O  -1.1736  -1.5558  0.8979
C  0.0503  -2.0115  0.8163
O  1.1280  -1.4279  0.7385
C  0.0991  -3.5211  0.9939
C  0.9448  -4.3497  0.1260
C  0.7885  -5.7656  0.4603
C  -0.1379  -6.2585  1.2947
C  -0.9006  -5.3944  2.1103
C  -0.7406  -3.9939  2.0023
N  -1.8709  -5.9746  2.9169
O  -2.1253  -7.2121  2.7711
O  -2.5205  -5.1848  3.6307
H  0.7097  -4.1513  -0.9575
H  1.5780  -6.4492  0.0237
H  -0.1115  -7.2990  1.5444
H  -1.2248  -3.1759  2.6179

Summary:
Kohn-Sham gap = 4.17 eV
total charge = -2
HOMO = -0.62 eV
energy above the lowest of the compared OMol25 structures with the same formula, charge and spin = 22.18 kcal/mol
DFT total energy = -3680.958698 a.u.

Mulliken population analysis, charges in e, atoms 1 to 8: Tl 0.60; O -0.77; C 0.44; C -0.06; C -0.63; C -0.77; C -0.68; C -0.50

---

Record 3
A structure of composition C44H54B2N11O5Ti. Source: the OMol25 dataset; level of theory: ωB97M-V/def2-TZVPD.

Atoms and positions in Å:
Ti  2.1765  -3.4414  23.2712
C  -1.1320  1.3179  24.5620
C  -0.9724  -0.1335  24.9214
C  -1.9670  -1.1887  25.0510
C  -1.2443  -2.2654  25.3089
N  0.1009  -1.9870  25.2524
N  0.2312  -0.6650  25.0634
B  1.2335  -2.4900  26.2261
N  2.5237  -1.9237  25.8161
C  3.2924  -1.0416  26.5350
C  4.4622  -0.8257  25.8906
C  4.4518  -1.5895  24.7680
C  5.4332  -1.5343  23.6931
N  3.2633  -2.3010  24.7109
N  1.3060  -3.9798  26.1132
C  1.2625  -4.9813  27.0291
C  1.4231  -6.1623  26.3784
C  1.6402  -5.8501  25.0659
C  2.0545  -6.8362  24.0287
N  1.5110  -4.5011  24.9225
N  0.9592  -2.1604  27.7215
C  -0.1984  -2.0230  28.3406
C  0.0200  -2.0368  29.6750
C  1.4330  -2.2844  29.8380
C  2.2926  -2.5142  31.0299
N  2.0007  -2.4427  28.6178
H  -1.9562  1.7567  25.1825
H  -1.4445  1.5027  23.5590
H  -0.2132  1.8003  24.8044
H  -2.9984  -1.0433  25.2129
H  -1.6759  -3.1847  25.6650
H  2.9870  -0.6484  27.5266
H  5.2970  -0.2121  26.0664
H  5.7436  -0.4864  23.6020
H  5.0533  -1.7829  22.7272
H  6.3309  -2.0798  23.8219
H  1.1874  -4.7874  28.1158
H  1.4021  -7.2177  26.7254
H  1.8942  -6.5152  23.0279
H  3.1141  -6.9467  24.1446
H  1.6050  -7.7837  24.2034
H  -1.1572  -1.9130  27.8736
H  -0.7321  -1.8940  30.3828
H  1.6882  -2.6183  31.9059
H  3.0391  -1.6984  31.3149
H  2.9119  -3.4128  30.8764
C  2.6431  -8.2970  19.5755
O  1.5302  -7.3218  19.5989
C  1.1927  -6.8386  18.3973
C  1.5024  -7.3849  17.1426
C  1.1278  -6.7446  15.9694
C  0.6109  -5.4756  15.9152
C  0.3119  -4.9184  17.1466
C  0.6202  -5.5571  18.3887
N  0.3389  -4.9042  19.6640
C  1.2888  -4.5910  20.5263
N  2.5621  -4.4668  20.0783
C  3.7249  -4.5018  20.9108
C  3.6815  -4.3313  22.2595
C  4.8015  -4.7436  22.9573
C  5.9817  -5.1655  22.3193
C  6.0549  -5.1251  20.9251
C  4.9083  -4.8323  20.2405
O  4.7532  -4.8256  18.8420
C  5.5457  -5.8095  18.1543
N  0.9991  -4.4388  21.8338
C  -0.3893  -4.6868  22.1779
C  -0.8086  -5.9687  22.4642
C  -2.1525  -6.2385  22.8662
C  -2.9484  -5.1152  22.9504
C  -2.5349  -3.8710  22.5754
C  -1.2615  -3.5952  22.2667
O  -0.7886  -2.3495  21.9139
C  -1.6934  -1.3606  21.4890
H  2.7131  -8.7017  20.5802
H  3.5557  -7.7698  19.3070
H  2.3802  -9.1235  18.9150
H  2.0290  -8.3174  16.9812
H  1.6115  -7.0595  15.0406
H  0.5763  -4.9126  14.9348
H  -0.1448  -3.8961  17.2394
H  -0.5846  -4.7190  20.0223
H  2.7531  -4.5515  19.0886
H  4.7596  -4.6757  24.0441
H  6.9058  -5.3822  22.8660
H  6.9818  -5.3452  20.4020
H  5.2715  -5.7694  17.1191
H  5.4215  -6.8002  18.5934
H  6.6077  -5.5522  18.2411
H  -0.0399  -6.6882  22.2637
H  -2.6071  -7.2254  22.9531
H  -3.9936  -5.1919  23.2210
H  -3.2632  -3.0306  22.6855
H  -2.5593  -1.2137  22.1115
H  -2.1513  -1.5363  20.4663
H  -1.1412  -0.3810  21.4787
C  0.8274  1.2604  20.6693
C  1.8928  0.5659  21.4230
C  2.4787  1.4363  22.5982
O  1.3075  -0.5670  21.9275
B  2.2557  -1.5389  22.0068
O  3.4208  -1.1838  21.3637
C  3.1059  0.0183  20.5671
C  2.6331  -0.4709  19.1934
C  4.3443  0.9300  20.3693
H  0.1485  1.7977  21.2928
H  0.3218  0.5627  19.9632
H  1.3025  2.0442  20.0390
H  1.7027  1.6296  23.3259
H  2.8937  2.3862  22.2213
H  3.2347  0.8831  23.1354
H  1.8052  -1.2001  19.3003
H  3.4179  -0.9075  18.5756
H  2.2459  0.4709  18.7527
H  4.7418  1.2899  21.3314
H  4.0654  1.9189  20.0050
H  5.1151  0.4431  19.7500

Summary:
Kohn-Sham gap = 7.76 eV
total charge = +1
HOMO = -10.61 eV
energy above the lowest of the compared OMol25 structures with the same formula, charge and spin = 50.80 kcal/mol
DFT total energy = -3586.684470 a.u.

Mulliken population analysis, charges in e, atoms 1 to 8: Ti -0.84; C -1.62; C 0.74; C -1.48; C -0.11; N 1.40; N -0.79; B -0.81

---

Record 4
A structure of composition C44H54F6N6O5PbS2Si. Source: the OMol25 dataset; level of theory: ωB97M-V/def2-TZVPD.

Atoms and positions in Å:
Pb  13.4534  13.9211  13.1346
C  16.3254  15.0400  9.2266
C  13.6310  14.2210  8.9398
C  12.4024  16.0725  9.7002
N  12.1247  15.8310  11.1238
C  12.2510  16.7986  11.9237
C  12.9909  18.0669  11.5269
C  12.6397  19.3438  11.7563
C  11.4886  19.8370  12.4572
C  10.7150  19.0680  13.2552
C  10.8902  17.7356  13.7203
C  11.8278  16.7580  13.3542
N  12.2387  15.6788  14.0319
C  11.9747  15.5382  15.4482
C  12.9397  16.4593  16.2453
C  14.2193  15.7202  16.6692
N  15.0446  15.5013  15.4396
C  16.0208  16.3606  15.1484
C  16.2826  17.5422  15.8493
C  17.1970  18.5260  15.4287
C  18.3355  18.4582  14.6999
C  18.8553  17.2063  14.1807
C  18.1554  16.1022  13.8131
C  16.6911  16.2107  13.7995
N  15.9809  16.2192  12.7838
C  16.7200  16.1494  11.5102
C  16.3112  14.8174  10.7577
H  15.9775  15.9998  8.9158
H  17.7455  14.0475  8.3741
H  13.6466  13.5688  9.7821
H  12.7549  14.0055  8.2988
H  11.6496  15.4274  9.2366
H  12.3710  17.1177  9.4135
H  13.9549  17.8174  11.0411
H  13.3708  20.1417  11.4676
H  11.1912  20.9532  12.3651
H  9.8203  19.5447  13.8047
H  10.2135  17.4262  14.5530
H  12.1464  14.5330  15.7508
H  11.0142  15.7977  15.8952
H  12.4962  16.9042  17.1445
H  13.2512  17.2922  15.6335
H  13.9412  14.7539  17.1550
H  14.7855  16.2297  17.4407
H  15.6152  17.7953  16.6319
H  17.1638  19.4040  15.9356
H  18.9130  19.3894  14.6156
H  19.9186  17.2787  13.9093
H  18.6231  15.1390  13.4434
H  17.8148  16.2532  11.6560
H  16.5124  17.0087  10.9290
H  15.2378  14.7425  11.1030
H  16.8624  13.9521  11.0990
F  15.3774  9.0651  9.9212
C  14.9886  10.0523  9.1193
F  15.4003  9.7205  7.9024
F  13.6209  10.0919  9.0540
S  15.7538  11.6495  9.7810
O  14.7905  12.1569  10.7472
O  16.9776  11.0880  10.2814
N  16.0279  12.5305  8.4774
S  15.2317  13.9085  8.0787
O  17.6782  14.9831  8.6866
O  13.6206  15.6052  9.2201
C  15.8246  17.3111  6.9032
F  14.6126  17.1136  6.4821
F  14.0227  12.6436  6.9919
F  16.5981  17.2283  5.8761
C  8.4856  13.2663  14.2021
C  8.9741  11.8306  14.3528
C  9.2254  11.4560  15.8200
C  7.8046  10.9434  13.7592
Si  10.7131  11.7705  13.4816
O  11.8678  12.6168  14.1564
C  11.2522  9.9448  13.1448
C  12.6040  9.5807  13.0938
C  13.0522  8.4035  12.5189
C  12.0895  7.4786  12.0843
C  10.7577  7.7443  12.1116
C  10.3739  8.9952  12.6209
C  10.3155  12.4034  11.7107
C  10.1139  11.6312  10.5965
C  9.7561  12.1266  9.3559
C  9.3728  13.4899  9.2467
C  9.5493  14.3248  10.3294
C  10.0648  13.7753  11.5183
H  7.8753  13.6451  15.0650
H  7.8732  13.3608  13.3160
H  9.3182  13.9781  14.0391
H  8.2320  11.4189  16.3983
H  9.8568  12.2244  16.2578
H  9.6607  10.4699  15.9409
H  6.8404  11.3870  14.0706
H  7.8492  9.9247  14.0499
H  7.8836  11.0485  12.6191
H  13.3481  10.3577  13.4243
H  14.1194  8.2186  12.3761
H  12.3642  6.5821  11.5648
H  9.9706  7.1263  11.6976
H  9.2745  9.2578  12.4215
H  10.3155  10.5891  10.5772
H  9.7806  11.4227  8.5536
H  9.0356  13.7938  8.2457
H  9.3308  15.3449  10.3506
H  10.2395  14.4975  12.3222
C  16.3399  12.3981  14.1510
C  15.8443  13.1259  15.4147
C  15.0568  12.1544  16.2796
C  17.0129  13.6085  16.1756
N  15.0464  14.2635  14.8300
H  17.0655  11.5629  14.3201
H  16.7986  13.0353  13.4005
H  15.4661  11.9571  13.6186
H  15.5750  11.2024  16.1495
H  14.1066  11.9662  15.8079
H  14.8486  12.4570  17.3236
H  17.7204  12.8249  16.4407
H  16.8021  14.1415  17.1572
H  17.5743  14.3422  15.6648

Summary:
Kohn-Sham gap = 6.60 eV
total charge = -2
HOMO = -2.45 eV
DFT total energy = -4291.475455 a.u.

Mulliken population analysis, charges in e, atoms 1 to 8: Pb 1.22; C -0.60; C 0.39; C -1.86; N 0.75; C 0.14; C -0.85; C -0.01